Here is C45H110NO10S9 as an isolated structure from the Open Molecules 2025 dataset. Energies are from ωB97M-V/def2-TZVPD.

The geometry in XYZ format:
```
175
C45H110NO10S9 | the Open Molecules 2025 dataset | ωB97M-V/def2-TZVPD
C 5.103 1.507 2.070
C 4.217 0.583 1.230
C 4.879 0.317 -0.137
C 4.318 1.253 -1.201
C 2.854 1.043 -1.522
C 2.483 -0.341 -2.043
C 0.986 -0.347 -2.388
C 0.207 -1.556 -1.890
C 0.236 -1.705 -0.370
C -0.680 -2.859 0.073
C -1.247 -2.619 1.463
C -2.516 -1.819 1.381
C -2.258 -0.333 1.038
C -2.618 -0.092 -0.443
C -3.996 0.471 -0.641
C -4.057 1.398 -1.854
C -3.274 2.714 -1.610
C -2.125 2.841 -2.627
C -0.732 2.710 -2.035
C -0.304 3.839 -1.061
N -0.811 3.751 0.275
C -0.261 2.646 1.012
C 0.003 3.045 2.481
C 1.394 2.649 3.006
C 2.522 3.514 2.388
C 3.300 2.827 1.265
O 3.454 3.716 0.183
C 3.876 3.075 -0.998
C 5.405 2.881 -1.028
H 5.251 2.430 1.523
H 4.573 1.739 2.986
H 6.054 1.034 2.279
H 3.276 1.105 1.114
H 4.057 -0.359 1.743
H 5.938 0.523 -0.009
H 4.798 -0.719 -0.452
H 4.411 2.263 -0.803
H 4.939 1.251 -2.090
H 2.571 1.771 -2.277
H 2.219 1.254 -0.664
H 3.030 -0.520 -2.966
H 2.748 -1.141 -1.362
H 0.549 0.560 -1.983
H 0.852 -0.277 -3.463
H -0.838 -1.369 -2.145
H 0.473 -2.495 -2.375
H -0.080 -0.769 0.069
H 1.263 -1.937 -0.118
H -0.090 -3.766 0.113
H -1.474 -2.986 -0.659
H -0.524 -2.195 2.152
H -1.517 -3.585 1.893
H -3.065 -1.874 2.319
H -3.178 -2.248 0.632
H -2.909 0.254 1.662
H -1.229 -0.087 1.261
H -1.890 0.593 -0.876
H -2.499 -1.040 -0.962
H -4.745 -0.309 -0.782
H -4.324 1.068 0.205
H -3.675 0.882 -2.734
H -5.113 1.624 -2.014
H -2.910 2.700 -0.591
H -3.965 3.536 -1.760
H -2.251 2.144 -3.455
H -2.182 3.839 -3.068
H -0.586 1.765 -1.515
H -0.020 2.720 -2.870
H -0.596 4.807 -1.487
H 0.804 3.783 -1.032
H 0.654 2.214 0.559
H -1.001 1.818 1.037
H -0.733 2.509 3.093
H -0.137 4.117 2.543
H 1.592 1.594 2.843
H 1.387 2.902 4.063
H 3.217 3.770 3.186
H 2.098 4.440 2.021
H 2.773 1.919 0.966
H 4.279 2.517 1.643
H 3.596 3.690 -1.844
H 3.400 2.101 -1.088
H 5.743 2.892 -2.056
H 5.680 1.952 -0.545
H 5.856 3.711 -0.499
C -3.712 4.394 3.262
S -3.749 3.026 4.423
O -4.236 1.828 3.682
C -5.136 3.615 5.404
H -2.929 4.193 2.525
H -4.678 4.472 2.762
H -3.482 5.313 3.802
H -6.014 3.738 4.768
H -4.869 4.562 5.873
H -5.345 2.873 6.173
C -5.111 6.009 9.186
S -3.885 6.909 8.224
O -3.618 6.108 7.004
C -2.513 6.619 9.350
H -6.048 6.027 8.634
H -4.784 4.978 9.323
H -5.245 6.498 10.151
H -2.361 5.547 9.475
H -2.726 7.090 10.309
H -1.623 7.066 8.913
C -2.893 -6.287 -1.426
S -2.238 -5.899 0.200
O -0.800 -6.291 0.202
C -3.133 -7.189 1.074
H -2.426 -5.613 -2.143
H -2.655 -7.320 -1.682
H -3.973 -6.130 -1.422
H -2.877 -8.163 0.655
H -4.204 -7.001 0.987
H -2.839 -7.151 2.122
C -6.238 -2.723 -0.968
S -6.959 -3.943 0.133
O -6.272 -5.239 -0.141
C -8.559 -4.012 -0.686
H -5.207 -2.558 -0.660
H -6.258 -3.096 -1.993
H -6.792 -1.788 -0.893
H -8.426 -4.297 -1.730
H -9.042 -3.038 -0.614
H -9.166 -4.759 -0.177
C 3.236 -8.450 3.153
S 1.813 -7.549 3.780
O 1.202 -8.386 4.853
C 0.801 -7.738 2.311
H 3.989 -8.487 3.935
H 2.940 -9.465 2.884
H 3.644 -7.932 2.287
H 0.662 -8.799 2.098
H 1.278 -7.240 1.469
H -0.161 -7.272 2.498
C 4.797 5.266 -4.590
S 5.418 3.738 -3.873
O 5.759 4.030 -2.459
C 6.965 3.717 -4.792
H 3.843 5.492 -4.118
H 5.503 6.075 -4.398
H 4.653 5.131 -5.662
H 7.526 4.629 -4.587
H 6.753 3.630 -5.858
H 7.537 2.852 -4.462
C -3.275 4.243 -7.792
S -3.115 2.846 -6.669
O -3.501 1.628 -7.434
C -4.504 3.282 -5.617
H -2.512 4.144 -8.561
H -4.264 4.234 -8.252
H -3.120 5.169 -7.239
H -5.414 3.337 -6.215
H -4.304 4.238 -5.133
H -4.605 2.507 -4.859
C 7.482 -8.165 5.031
S 7.161 -7.090 3.625
O 6.434 -7.897 2.611
C 8.871 -6.975 3.080
H 6.528 -8.399 5.498
H 7.959 -9.084 4.689
H 8.120 -7.646 5.745
H 9.256 -7.972 2.867
H 9.466 -6.493 3.855
H 8.894 -6.372 2.175
C -0.387 -0.883 -7.967
S 0.140 -0.652 -6.262
O 1.590 -0.972 -6.206
C -0.743 -2.070 -5.600
H 0.090 -0.115 -8.571
H -0.080 -1.870 -8.315
H -1.470 -0.775 -8.028
H -0.410 -2.977 -6.105
H -1.814 -1.925 -5.739
H -0.518 -2.136 -4.537
```

Calculated values
- Multiplicity: 1
- HOMO level: -1.45 eV
- Net charge: -1
- LUMO: 1.760 eV
- Orbital gap: 0.1178 Ha

Results of the Mulliken charge analysis, in e, for atoms 1 through 99:
1. C -1.755
2. C 0.302
3. C -2.227
4. C 0.359
5. C 0.257
6. C -0.860
7. C 1.635
8. C -1.285
9. C 0.852
10. C -1.168
11. C -1.147
12. C -0.538
13. C -1.103
14. C 1.172
15. C 0.089
16. C -1.062
17. C -0.581
18. C -1.135
19. C 2.081
20. C -0.762
21. N -0.868
22. C 3.463
23. C -1.520
24. C -0.869
25. C -1.523
26. C 1.829
27. O -0.567
28. C 1.421
29. C -0.611
30. H 0.614
31. H 0.340
32. H 0.551
33. H 0.843
34. H 0.496
35. H 0.708
36. H 0.481
37. H -1.342
38. H 0.957
39. H 0.596
40. H -0.397
41. H 0.030
42. H 0.581
43. H -0.748
44. H -0.879
45. H 0.625
46. H 0.614
47. H -1.333
48. H 1.148
49. H 0.792
50. H 0.198
51. H 0.413
52. H 0.376
53. H 0.385
54. H -0.522
55. H 0.995
56. H 0.336
57. H -0.874
58. H 0.519
59. H -0.731
60. H 0.416
61. H 0.431
62. H 0.325
63. H 0.126
64. H 0.727
65. H 0.347
66. H 0.439
67. H -1.974
68. H 0.501
69. H 0.373
70. H -0.084
71. H -1.286
72. H -1.176
73. H -0.052
74. H 0.615
75. H 0.382
76. H 0.494
77. H 0.415
78. H 0.454
79. H -1.726
80. H -0.372
81. H 0.111
82. H -0.661
83. H -0.432
84. H 0.185
85. H 0.450
86. C -0.743
87. S 0.489
88. O -0.623
89. C -0.827
90. H 0.105
91. H 0.353
92. H 0.328
93. H 0.313
94. H 0.235
95. H 0.331
96. C -0.946
97. S 0.418
98. O -0.534
99. C -0.948



Here is C14H21IrN5O6S3 as an isolated structure from the Open Molecules 2025 dataset. Energies are from ωB97M-V/def2-TZVPD.

The geometry in XYZ format:
```
50
C14H21IrN5O6S3 | the Open Molecules 2025 dataset | ωB97M-V/def2-TZVPD
Ir 0.330 0.436 0.711
N 0.115 0.895 2.736
C 0.975 0.204 3.721
C 1.317 -1.139 3.149
N 1.770 -0.986 1.755
C 3.178 -0.596 1.571
C 3.276 0.897 1.608
N 2.250 1.350 0.674
H 0.195 1.910 2.791
H -0.865 0.665 2.906
H 0.461 0.063 4.671
H 1.848 0.814 3.925
H 0.428 -1.766 3.131
H 2.071 -1.637 3.761
H 1.637 -1.885 1.295
H 3.487 -0.951 0.587
H 3.824 -1.060 2.318
H 4.279 1.207 1.311
H 3.084 1.323 2.586
H 2.499 1.104 -0.287
H 2.063 2.352 0.705
O -2.044 3.798 0.581
S -1.349 2.662 0.096
O -1.800 1.379 0.695
O 0.144 2.647 0.336
C -1.434 2.655 -1.691
C -1.809 3.881 -2.218
C -1.728 4.118 -3.586
C -1.302 3.124 -4.440
C -0.944 1.878 -3.936
C -0.971 1.641 -2.570
S -0.275 0.076 -2.101
O -0.241 -0.780 -3.243
O -1.143 -0.501 -1.056
O 1.041 0.362 -1.396
H -2.153 4.652 -1.543
H -2.000 5.091 -3.971
H -1.229 3.309 -5.503
H -0.638 1.081 -4.597
S -1.512 -1.543 1.403
C -1.490 -2.981 0.401
N -2.000 -2.938 -0.850
C -2.104 -4.032 -1.610
C -1.712 -5.242 -1.090
C -1.173 -5.229 0.188
N -1.057 -4.112 0.919
H -2.193 -2.003 -1.223
H -2.502 -3.904 -2.607
H -1.791 -6.151 -1.667
H -0.814 -6.138 0.655
```

Calculated values
- Multiplicity: 2
- HOMO level (spin up / spin down): -14.96 / -14.98 eV
- Net charge: +2
- LUMO (spin up / spin down): -7.873 / -8.896 eV
- ΔE to the lowest compared entry with this formula, charge and spin: 58.9 kcal per mole
- Orbital gap (spin up / spin down): 0.2606 / 0.2236 Ha

The molecule's Mulliken atomic charges, reported in e, are given here:
1. Ir 1.825
2. N -0.384
3. C -0.648
4. C -0.568
5. N -0.492
6. C -0.628
7. C -0.606
8. N -0.655
9. H 0.378
10. H 0.434
11. H 0.470
12. H 0.232
13. H 0.293
14. H 0.444
15. H 0.315
16. H 0.443
17. H 0.403
18. H 0.425
19. H 0.219
20. H 0.474
21. H 0.359
22. O -0.627
23. S 1.540
24. O -0.559
25. O -0.812
26. C 0.004
27. C -0.690
28. C -0.654
29. C -0.666
30. C -0.611
31. C 0.070
32. S 1.673
33. O -0.724
34. O -0.747
35. O -0.856
36. H 0.567
37. H 0.430
38. H 0.431
39. H 0.568
40. S -0.221
41. C 0.646
42. N 0.163
43. C 0.056
44. C -0.615
45. C -0.056
46. N -0.472
47. H 0.113
48. H 0.460
49. H 0.417
50. H 0.440



Here is a 2-piece molecular cluster, C4H12 overall from the Open Molecules 2025 dataset. Energies are from ωB97M-V/def2-TZVPD.

The geometry in XYZ format:
```
16
C4H12 | the Open Molecules 2025 dataset | ωB97M-V/def2-TZVPD
C 0.365 -0.200 1.738
C 1.047 0.989 2.322
H -0.538 -0.436 2.275
H 0.228 0.011 0.607
H 1.006 -1.091 1.626
H 1.257 0.795 3.389
H 1.907 1.352 1.772
H 0.301 1.799 2.373
C -1.371 -0.186 -2.150
C -0.001 -0.696 -1.823
H -1.602 0.068 -3.201
H -2.113 -0.959 -1.955
H -1.593 0.748 -1.610
H 0.633 -0.476 -2.713
H 0.511 0.015 -1.127
H -0.037 -1.733 -1.523
```

Calculated values
- Multiplicity: 2
- HOMO level (spin up / spin down): -16.78 / -15.46 eV
- Net charge: +1
- LUMO (spin up / spin down): -2.940 / -11.058 eV
- ΔE to the lowest compared entry with this formula, charge and spin: 9.1 kcal per mole
- Orbital gap (spin up / spin down): 0.5087 / 0.1617 Ha

The molecule's Mulliken atomic charges, reported in e, are given here:
1. C -0.316
2. C -0.866
3. H 0.352
4. H -0.173
5. H 0.360
6. H 0.325
7. H 0.371
8. H 0.321
9. C -0.693
10. C -0.566
11. H 0.356
12. H 0.285
13. H 0.285
14. H 0.327
15. H 0.294
16. H 0.337



Here is an isolated molecule of C5H10N2O from the Open Molecules 2025 dataset. Energies are from ωB97M-V/def2-TZVPD.

The geometry in XYZ format:
```
18
C5H10N2O | the Open Molecules 2025 dataset | ωB97M-V/def2-TZVPD
C -1.108 1.853 0.125
C -0.407 0.513 0.037
C 1.274 0.740 -0.360
C -0.929 -0.453 -1.070
N -0.463 -1.759 -0.631
C 0.127 -1.635 0.454
N 0.859 -2.418 1.248
O -0.404 -0.215 1.188
H -2.169 1.700 0.296
H -0.717 2.407 0.977
H -0.975 2.438 -0.787
H 1.262 1.603 -1.022
H 1.786 1.003 0.564
H 1.802 -0.070 -0.865
H -2.021 -0.456 -1.123
H -0.516 -0.232 -2.056
H 1.636 -2.893 0.818
H 0.963 -2.123 2.208
```

Calculated values
- Multiplicity: 1
- Structure (SMILES): CC1(C)CN=C(N)O1
- HOMO level: -9.05 eV
- Net charge: 0
- LUMO: 0.854 eV
- ΔE to the lowest compared entry with this formula, charge and spin: 44.0 kcal per mole
- Orbital gap: 0.3641 Ha

The molecule's Mulliken atomic charges, reported in e, are given here:
1. C -1.629
2. C 1.300
3. C -1.485
4. C -0.625
5. N -0.466
6. C 0.516
7. N -0.456
8. O -0.596
9. H 0.411
10. H 0.379
11. H 0.362
12. H 0.453
13. H 0.360
14. H 0.350
15. H 0.358
16. H 0.267
17. H 0.256
18. H 0.245



Here is an isolated molecule of C5H10N4 from the Open Molecules 2025 dataset. Energies are from ωB97M-V/def2-TZVPD.

The geometry in XYZ format:
```
19
C5H10N4 | the Open Molecules 2025 dataset | ωB97M-V/def2-TZVPD
H 2.277 -0.066 1.244
N 1.556 -0.779 1.274
C 0.984 -0.785 0.143
C 1.379 0.064 -1.057
N 1.672 1.455 -0.686
N -0.173 -1.645 0.051
C -1.426 -1.221 -0.287
N -1.970 -0.136 -0.546
C -1.629 1.146 -0.011
C -0.975 1.527 1.071
H 0.567 -0.015 -1.805
H 2.268 -0.379 -1.493
H 2.428 1.380 0.011
H 0.794 1.943 -0.303
H -0.166 -2.547 0.585
H -1.998 -2.123 -0.489
H -2.266 1.813 -0.603
H -1.080 2.526 1.377
H -0.413 0.810 1.674
```

Calculated values
- Multiplicity: 1
- Structure (SMILES): [H]/N=C(\CN)N/C=N\C=C
- HOMO level: -8.73 eV
- Net charge: 0
- LUMO: 0.750 eV
- ΔE to the lowest compared entry with this formula, charge and spin: 55.5 kcal per mole
- Orbital gap: 0.3483 Ha

The molecule's Mulliken atomic charges, reported in e, are given here:
1. H 0.235
2. N -0.649
3. C 0.330
4. C -0.672
5. N -0.602
6. N -0.186
7. C -0.009
8. N -0.503
9. C 0.092
10. C -1.074
11. H 0.357
12. H 0.369
13. H 0.265
14. H 0.345
15. H 0.317
16. H 0.364
17. H 0.337
18. H 0.344
19. H 0.339



Here is a 2-piece molecular cluster, C2H7O2 overall from the Open Molecules 2025 dataset. Energies are from ωB97M-V/def2-TZVPD.

The geometry in XYZ format:
```
11
C2H7O2 | the Open Molecules 2025 dataset | ωB97M-V/def2-TZVPD
O -0.800 1.487 -0.580
H -0.665 2.411 -0.826
H -0.757 -1.501 0.459
H -1.735 1.392 -0.774
C 0.044 -1.004 1.010
C 0.896 -0.299 0.087
O 0.997 -0.744 -1.111
H -0.505 -0.371 1.705
H 0.615 -1.696 1.649
H 1.388 0.659 0.254
H 0.522 -0.334 -1.873
```

Calculated values
- Multiplicity: 1
- HOMO level: -16.92 eV
- Net charge: +1
- LUMO: -6.430 eV
- ΔE to the lowest compared entry with this formula, charge and spin: 32.6 kcal per mole
- Orbital gap: 0.3856 Ha

The molecule's Mulliken atomic charges, reported in e, are given here:
1. O -0.565
2. H 0.305
3. H 0.320
4. H 0.304
5. C -0.782
6. C 0.320
7. O -0.366
8. H 0.329
9. H 0.332
10. H 0.357
11. H 0.445